(1)
Formula: C5H11NO2
Source: the Open Molecules 2025 dataset
Level of theory: ωB97M-V/def2-TZVPD

Last column: Löwdin charge in e.
Element x y z (Å)
O -1.22 -0.47 1.62  0.06
C -0.53 0.27 0.94  -0.47
N -1.07 1.50 0.61  0.08
C -0.49 2.40 -0.37  -0.27
O -0.40 1.85 -1.68  -0.05
C 0.80 -0.10 0.37  -0.13
C 1.08 -1.59 0.46  -0.26
C 0.25 -2.48 -0.48  -0.09
H -1.99 1.73 0.91  0.14
H -1.16 3.26 -0.39  0.12
H 0.47 2.81 -0.08  0.13
H -1.31 1.81 -2.00  0.10
H 0.90 0.23 -0.67  0.11
H 1.58 0.52 0.82  0.13
H 0.72 -1.84 1.46  0.10
H 2.10 -1.94 0.63  0.11
H -0.80 -2.25 -0.32  0.07
H 0.59 -3.50 -0.34  0.07
H 0.48 -2.19 -1.50  0.07

Results
- 2S+1 = 1
- orbital gap (eV) = 10.507
- energy above the lowest of the compared OMol25 structures with the same formula, charge and spin (kcal/mol) = 20.7
- E_HOMO (eV) = -9.863
- maximum force (eV/Å) = 2.4



(2)
Formula: C4H7N5
Source: the Open Molecules 2025 dataset
Level of theory: ωB97M-V/def2-TZVPD

Last column: Löwdin charge in e.
Element x y z (Å)
C -1.14 -0.34 -0.16  -0.31
C 1.63 1.25 -0.12  -0.01
C 1.13 0.35 -0.95  -0.12
C 0.31 -0.85 -0.37  -0.31
N -3.21 -0.14 -0.18  -0.05
N -2.24 -0.91 -0.60  0.05
N -1.44 0.77 0.55  0.07
N -2.74 0.87 0.52  -0.01
N 0.90 -1.26 0.90  0.05
H 2.28 1.97 -0.57  0.05
H 1.48 1.12 0.99  0.08
H 1.22 0.40 -1.98  0.08
H 0.41 -1.49 -1.23  0.12
H -0.84 1.54 0.84  0.16
H 1.88 -1.36 0.94  0.07
H 0.37 -1.92 1.43  0.08

Results
- 2S+1 = 1
- orbital gap (eV) = 10.497
- energy above the lowest of the compared OMol25 structures with the same formula, charge and spin (kcal/mol) = 92.7
- E_HOMO (eV) = -9.810
- maximum force (eV/Å) = 3.7



(3)
Formula: C9H15NO3
Source: the Open Molecules 2025 dataset
Level of theory: ωB97M-V/def2-TZVPD

Last column: Löwdin charge in e.
Element x y z (Å)
C 0.67 0.60 -2.82  -0.06
C 0.82 1.72 -2.16  -0.30
C -0.74 -0.78 1.70  -0.18
C 0.84 -0.75 -2.16  -0.20
C 1.28 1.55 -0.72  -0.09
C 0.36 0.39 -0.16  -0.35
C 0.66 3.19 -2.66  -0.03
C 0.35 0.15 1.35  -0.10
C -3.20 -3.21 4.63  -0.14
N -0.81 -1.67 2.57  0.00
O 0.38 -1.90 3.29  -0.07
O 0.79 -0.79 -0.77  -0.11
O -2.10 -3.52 5.01  0.00
H 0.37 0.78 -3.89  0.13
H -1.59 -0.78 1.02  0.12
H 0.12 -1.49 -2.66  0.14
H 1.81 -1.20 -2.34  0.12
H 2.40 1.31 -0.68  0.15
H 1.19 2.40 -0.04  0.11
H -0.68 0.60 -0.65  0.18
H -0.33 3.56 -2.37  0.07
H 0.67 3.27 -3.85  0.12
H 1.35 3.82 -2.25  0.02
H 1.29 -0.02 1.74  0.09
H 0.13 1.18 1.73  0.14
H -3.86 -3.85 4.13  0.05
H -3.70 -2.27 4.83  0.07
H 0.28 -2.73 3.83  0.10

Results
- 2S+1 = 1
- orbital gap (eV) = 9.908
- energy above the lowest of the compared OMol25 structures with the same formula, charge and spin (kcal/mol) = 142.9
- E_HOMO (eV) = -9.023
- maximum force (eV/Å) = 5.1



> Which formula does entry 2 have?

C4H7N5



> Which value of 2S+1 does entry 1 give?

1